{
  "formula": "C22H27BrN4O4",
  "method": "the ωB97M-V functional and the def2-TZVPD basis",
  "species": ["C", "H", "H", "C", "N", "C", "H", "C", "N", "C", "O", "C", "N", "C", "O", "N", "C", "C", "C", "C", "C", "C", "H", "Br", "H", "H", "H", "C", "C", "C", "C", "C", "C", "H", "H", "H", "O", "C", "H", "H", "H", "H", "O", "H", "H", "H", "H", "H", "C", "C", "H", "H", "H", "H", "H", "H", "H", "H"],
  "positions_angstrom": [[-2.0568, -2.9549, 1.0996], [-2.6642, -3.4689, 1.8404], [-1.5527, -2.1180, 1.5776], [-1.0232, -3.9140, 0.5148], [-0.1374, -3.2302, -0.4118], [-0.7027, -3.0123, -1.7307], [-0.4139, -3.7915, -2.4523], [-0.2566, -1.6381, -2.2448], [-0.4899, -0.6887, -1.1846], [-0.6990, 0.6127, -1.3562], [-0.7738, 1.1939, -2.4185], [-0.9233, 1.3921, -0.0181], [-0.0821, 2.5863, 0.0139], [-0.4133, 3.7411, -0.6521], [0.3626, 4.6407, -0.8738], [-1.7436, 3.8640, -1.0026], [-2.7412, 3.0005, -0.6259], [-4.0894, 3.3182, -0.7746], [-5.0640, 2.4357, -0.3497], [-4.6887, 1.2378, 0.2348], [-3.3552, 0.8984, 0.3843], [-2.3833, 1.7814, -0.0476], [-3.0679, -0.0439, 0.8248], [-6.0224, 0.0160, 0.8261], [-6.1085, 2.6774, -0.4705], [-4.3700, 4.2565, -1.2275], [-1.9782, 4.7089, -1.5027], [1.2615, 2.4319, 0.4533], [2.0070, 1.3239, 0.0941], [3.3051, 1.1597, 0.5744], [3.8590, 2.1289, 1.4014], [3.1080, 3.2434, 1.7396], [1.8134, 3.3994, 1.2883], [1.2372, 4.2690, 1.5583], [3.5435, 3.9975, 2.3778], [4.8637, 2.0336, 1.7806], [3.9315, 0.0184, 0.1716], [5.2565, -0.2036, 0.5890], [5.3263, -0.2846, 1.6787], [5.9266, 0.5877, 0.2389], [5.5521, -1.1501, 0.1390], [1.6133, 0.5719, -0.5673], [-0.6205, 0.5598, 1.0650], [-0.7147, 1.0624, 1.8836], [-0.3804, -1.0788, -0.2542], [0.8092, -1.6534, -2.5028], [-0.8192, -1.3336, -3.1294], [-1.7906, -3.0167, -1.6491], [1.2249, -3.7392, -0.4201], [2.0608, -3.0811, 0.6744], [2.1370, -2.0114, 0.4997], [1.6128, -3.2401, 1.6520], [3.0624, -3.5040, 0.6809], [1.2422, -4.8342, -0.2971], [1.6762, -3.5116, -1.3877], [-1.5327, -4.7670, 0.0368], [-0.4160, -4.3087, 1.3314], [-2.7178, -2.5706, 0.3265]],
  "relative_energy_ev": 0.3364,
  "mol_weight_g_mol": 491.39,
  "spin_multiplicity": 1,
  "smiles": "CCN(CC)CCNC(=O)[C@]1(O)c2cc(Br)ccc2NC(=O)N1c1cccc(OC)c1",
  "orbital_gap_ha": 0.3263,
  "homo_energy_ha": -0.30435
}



{
  "formula": "C22H27ClN4O2",
  "method": "the ωB97M-V functional and the def2-TZVPD basis",
  "species": ["C", "C", "C", "C", "C", "N", "C", "C", "C", "C", "C", "C", "H", "H", "Cl", "H", "H", "C", "H", "H", "H", "C", "N", "N", "C", "O", "C", "H", "H", "C", "O", "N", "H", "C", "C", "C", "C", "C", "C", "H", "H", "H", "H", "H", "H", "H", "H", "H", "H", "H", "H", "H", "H", "H", "H", "H"],
  "positions_angstrom": [[1.2337, 2.2948, -4.1150], [0.0712, 2.1842, -3.1929], [-1.1416, 1.5910, -3.3854], [-1.8864, 1.7077, -2.1776], [-1.0853, 2.3938, -1.2815], [0.0967, 2.6808, -1.9110], [1.2032, 3.2833, -1.2862], [1.7566, 4.4519, -1.7970], [2.8491, 5.0314, -1.1790], [3.3837, 4.4394, -0.0455], [2.8393, 3.2743, 0.4732], [1.7505, 2.6944, -0.1491], [1.3261, 1.7790, 0.2359], [3.2690, 2.8225, 1.3531], [4.7487, 5.1641, 0.7301], [3.2812, 5.9390, -1.5698], [1.3241, 4.9121, -2.6720], [-1.3995, 2.9881, 0.0508], [-0.9072, 2.4514, 0.8619], [-2.4739, 2.9784, 0.2191], [-1.0529, 4.0215, 0.0831], [-3.2010, 1.1188, -1.9943], [-3.6575, 0.4762, -0.9942], [-2.8680, 0.3056, 0.0947], [-3.2493, -0.4212, 1.1713], [-4.2962, -1.0034, 1.3108], [-2.1636, -0.4020, 2.2654], [-2.0895, 0.6191, 2.6432], [-2.4801, -1.0630, 3.0709], [-0.8287, -0.8105, 1.6767], [-0.1259, -0.0195, 1.0637], [-0.5134, -2.1003, 1.8523], [-1.1726, -2.7074, 2.3122], [0.6649, -2.7249, 1.2851], [0.2778, -3.7279, 0.1926], [-0.4187, -4.9577, 0.7701], [0.4565, -5.6229, 1.8281], [0.7938, -4.6377, 2.9431], [1.4955, -3.4051, 2.3774], [1.6987, -2.6885, 3.1756], [2.4511, -3.7044, 1.9432], [1.4435, -5.1170, 3.6779], [-0.1217, -4.3441, 3.4620], [-0.0570, -6.4923, 2.2430], [1.3818, -5.9710, 1.3635], [-0.6284, -5.6641, -0.0350], [-1.3778, -4.6743, 1.2096], [1.1874, -4.0387, -0.3246], [-0.3712, -3.2353, -0.5342], [1.2419, -1.9067, 0.8403], [-1.9004, 0.6283, 0.0474], [-3.8736, 1.1523, -2.8417], [-1.4731, 1.0940, -4.2754], [1.1480, 1.5446, -4.8967], [2.1690, 2.1428, -3.5780], [1.2715, 3.2754, -4.5913]],
  "relative_energy_ev": 0.7543,
  "mol_weight_g_mol": 414.94,
  "spin_multiplicity": 1,
  "smiles": "Cc1cc(/C=N\\NC(=O)CC(=O)NC2CCCCC2)c(C)n1-c1ccc(Cl)cc1",
  "orbital_gap_ha": 0.3153,
  "homo_energy_ha": -0.29270
}



{
  "formula": "C22H27CoN7",
  "method": "the ωB97M-V functional and the def2-TZVPD basis",
  "species": ["Co", "C", "C", "N", "C", "C", "C", "C", "C", "C", "C", "N", "C", "C", "N", "N", "H", "H", "H", "H", "H", "H", "H", "H", "H", "H", "H", "H", "H", "H", "H", "H", "H", "H", "C", "C", "C", "C", "C", "C", "N", "N", "C", "C", "C", "C", "C", "N", "H", "H", "H", "H", "H", "H", "H", "H", "H"],
  "positions_angstrom": [[0.3864, 0.5944, -0.0096], [2.2924, 1.5715, -1.6237], [2.3570, 0.0350, -1.7496], [1.9093, -0.5451, -0.4515], [1.5226, -2.0310, -0.3351], [0.2801, -2.0885, 0.5979], [-0.2909, -2.9351, 1.7183], [-1.2649, -2.4130, 2.5059], [-1.9621, -1.0621, 2.5197], [-1.3572, 0.1371, 2.4356], [-1.8469, 1.4501, 1.8851], [-1.1987, 1.6871, 0.4956], [-0.7401, 3.1071, 0.2506], [0.6326, 3.2125, -0.4734], [0.9044, 1.9833, -1.2575], [0.0343, -0.7918, 1.0077], [2.6340, 2.0497, -2.5424], [2.9519, 1.9026, -0.8180], [3.3650, -0.2869, -2.0147], [1.6737, -0.3177, -2.5237], [2.6280, -0.3705, 0.2505], [2.3546, -2.5820, 0.0996], [1.3196, -2.4296, -1.3277], [0.0242, -3.9602, 1.8495], [-1.6833, -3.1168, 3.2186], [-3.0441, -1.1365, 2.5396], [-1.5360, 2.2793, 2.5174], [-2.9276, 1.4831, 1.7635], [-1.9266, 1.4889, -0.1848], [-0.6396, 3.6074, 1.2106], [-1.5180, 3.6265, -0.3085], [1.4275, 3.3017, 0.2618], [0.6513, 4.1069, -1.0981], [0.3235, 1.9919, -2.0904], [-2.6785, -1.7970, -4.5311], [-2.8769, -2.5287, -3.3564], [-2.2482, -2.1653, -2.1924], [-1.3803, -1.0344, -2.1827], [-1.1945, -0.2989, -3.3877], [-1.8338, -0.6802, -4.5375], [-0.7221, -0.6448, -1.0836], [-0.9724, -1.4064, 0.0773], [0.1469, 0.0236, 2.3737], [0.8360, -0.6007, 3.5184], [1.9837, -0.0864, 4.0042], [2.6490, 1.0205, 3.4033], [2.0978, 1.5224, 2.2759], [0.9189, 1.0846, 1.7589], [-3.1831, -2.0932, -5.4404], [-3.5372, -3.3848, -3.3648], [-2.4158, -2.7185, -1.2795], [-0.5326, 0.5568, -3.3942], [-1.6880, -0.1213, -5.4513], [0.3615, -1.4234, 4.0262], [2.4108, -0.5344, 4.8926], [3.5448, 1.4404, 3.8316], [2.5773, 2.3209, 1.7206]],
  "charge": 2,
  "relative_energy_ev": 0.0000,
  "s_squared": 0.789,
  "mol_weight_g_mol": 448.44,
  "spin_multiplicity": 2,
  "orbital_gap_ha": [0.2663, 0.1863],
  "homo_energy_ha": [-0.48641, -0.48663]
}



{
  "formula": "C22H27CoNPSe4",
  "method": "the ωB97M-V functional and the def2-TZVPD basis",
  "species": ["Co", "Se", "P", "Se", "C", "C", "C", "C", "C", "C", "C", "C", "C", "C", "C", "C", "H", "H", "H", "H", "H", "H", "H", "H", "H", "H", "C", "Se", "C", "C", "Se", "C", "H", "H", "H", "H", "H", "H", "H", "H", "H", "H", "C", "C", "C", "C", "N", "C", "C", "H", "H", "H", "H", "H", "H", "H"],
  "positions_angstrom": [[0.1481, -0.0560, 0.2415], [2.7060, 0.0596, -0.0884], [2.3879, 2.2146, -0.1194], [0.2297, 2.4903, -0.1895], [3.0940, 2.8944, 1.4230], [4.4004, 2.5607, 1.7609], [4.9160, 2.9692, 2.9763], [4.1254, 3.6907, 3.8571], [2.8220, 4.0177, 3.5204], [2.3023, 3.6211, 2.3012], [3.1871, 2.8986, -1.6103], [4.4950, 2.5356, -1.9117], [5.0698, 2.9799, -3.0884], [4.3375, 3.7619, -3.9685], [3.0311, 4.1135, -3.6690], [2.4540, 3.6870, -2.4870], [5.0012, 1.9696, 1.0836], [5.9321, 2.7128, 3.2385], [4.5256, 3.9943, 4.8122], [2.2062, 4.5766, 4.2091], [1.2833, 3.8725, 2.0343], [5.0523, 1.8951, -1.2427], [6.0863, 2.7041, -3.3237], [4.7850, 4.0936, -4.8925], [2.4575, 4.7129, -4.3594], [1.4319, 3.9567, -2.2518], [-4.1022, -0.5746, 0.0648], [-2.5103, 0.5727, -0.0640], [-2.5751, 1.2487, 1.7825], [-2.0928, 0.2505, 2.8154], [-0.1417, -0.1006, 2.7177], [-0.2015, -1.9741, 3.2461], [-4.9573, 0.0769, 0.2297], [-4.0219, -1.2996, 0.8732], [-4.2289, -1.0892, -0.8858], [-3.6197, 1.5056, 1.9656], [-1.9825, 2.1663, 1.7949], [-2.5793, -0.7184, 2.6809], [-2.3126, 0.6179, 3.8216], [-0.4714, -2.0494, 4.2979], [0.7905, -2.3916, 3.0871], [-0.9301, -2.5005, 2.6327], [-0.1889, -6.4290, -0.0266], [-0.1105, -4.9499, -0.1696], [1.1046, -4.2774, -0.2374], [1.1272, -2.8969, -0.2713], [0.0292, -2.1384, -0.2515], [-1.1417, -2.7846, -0.2774], [-1.2571, -4.1592, -0.2306], [0.8005, -6.8706, 0.0498], [-0.7159, -6.8705, -0.8706], [-0.7516, -6.6780, 0.8713], [2.0357, -4.8219, -0.2661], [2.0838, -2.3891, -0.3210], [-2.0294, -2.1706, -0.3437], [-2.2327, -4.6198, -0.2441]],
  "charge": 1,
  "relative_energy_ev": 0.0000,
  "s_squared": 1.165,
  "mol_weight_g_mol": 711.21,
  "spin_multiplicity": 2,
  "orbital_gap_ha": [0.2544, 0.3135],
  "homo_energy_ha": [-0.39895, -0.40018]
}



| no. | E_tot (eV) |
| --- | --- |
| 1 | -107446.44948 |
| 2 | -45831.15454 |
| 3 | -71288.58053 |
| 4 | -333039.63212 |